{
  "formula": "C33H44GeN4O7V",
  "method": "ωB97M-V with the def2-TZVPD basis set",
  "symbols": ["V", "O", "C", "C", "N", "C", "C", "O", "O", "C", "C", "O", "O", "H", "H", "H", "H", "H", "H", "H", "H", "H", "N", "C", "C", "C", "N", "C", "C", "N", "C", "H", "H", "H", "H", "H", "H", "H", "H", "H", "H", "H", "H", "H", "H", "H", "H", "O", "C", "O", "C", "C", "Ge", "C", "C", "C", "C", "C", "C", "C", "C", "C", "C", "C", "C", "C", "C", "C", "C", "C", "C", "H", "H", "H", "H", "H", "H", "H", "H", "H", "H", "H", "H", "H", "H", "H", "H", "H", "H", "H"],
  "coordinates": [[0.031, 0.137, -0.036], [0.294, -0.469, 2.107], [-0.288, -1.786, 2.288], [0.025, -2.594, 1.052], [-0.456, -1.927, -0.178], [-1.929, -1.948, -0.305], [-2.557, -0.787, 0.482], [-3.663, -0.864, 0.937], [-1.756, 0.271, 0.628], [0.325, -2.370, -1.353], [1.582, -1.496, -1.455], [2.289, -1.483, -2.451], [1.791, -0.748, -0.407], [-0.285, 0.151, 2.569], [0.163, -2.255, 3.162], [-1.361, -1.692, 2.458], [1.106, -2.697, 0.970], [-0.415, -3.593, 1.136], [-2.191, -1.782, -1.347], [-2.359, -2.891, 0.037], [0.648, -3.412, -1.269], [-0.262, -2.271, -2.265], [2.734, 1.336, -2.743], [2.514, 1.995, -1.424], [1.637, 3.231, -1.472], [1.142, 3.478, -0.042], [0.161, 2.413, 0.357], [2.340, 3.622, 0.903], [3.393, 2.517, 0.819], [2.822, 1.311, 1.419], [3.787, 2.234, -0.640], [1.904, 1.424, -3.339], [2.890, 0.307, -2.620], [3.507, 1.739, -3.275], [1.976, 1.261, -0.856], [0.788, 3.087, -2.137], [2.190, 4.110, -1.815], [0.607, 4.431, -0.018], [-0.727, 2.636, -0.092], [-0.028, 2.519, 1.351], [1.993, 3.710, 1.937], [2.810, 4.579, 0.663], [4.292, 2.863, 1.341], [2.749, 1.415, 2.424], [3.381, 0.487, 1.238], [4.430, 1.349, -0.671], [4.355, 3.076, -1.044], [-2.294, -0.004, -2.497], [-1.360, 0.757, -2.600], [-0.239, 0.640, -1.899], [-1.405, 1.905, -3.588], [-1.818, 1.412, -4.970], [-0.437, 0.287, -5.798], [-0.798, -0.002, -7.686], [-0.909, 1.094, -8.543], [-1.163, 0.915, -9.895], [-1.306, -0.368, -10.407], [-1.193, -1.465, -9.567], [-0.941, -1.283, -8.213], [-0.401, -1.454, -4.905], [-1.642, -2.039, -4.635], [-1.736, -3.336, -4.154], [-0.583, -4.083, -3.945], [0.656, -3.514, -4.192], [0.744, -2.209, -4.661], [1.274, 1.284, -5.704], [1.288, 2.675, -5.561], [2.475, 3.401, -5.566], [3.689, 2.743, -5.716], [3.700, 1.362, -5.883], [2.508, 0.649, -5.887], [-0.443, 2.407, -3.616], [-2.129, 2.628, -3.195], [-2.029, 2.248, -5.642], [-2.749, 0.849, -4.891], [-0.794, 2.103, -8.160], [-1.248, 1.774, -10.548], [-1.504, -0.511, -11.461], [-1.304, -2.466, -9.964], [-0.858, -2.149, -7.567], [-2.555, -1.477, -4.798], [-2.709, -3.768, -3.957], [-0.654, -5.104, -3.592], [1.562, -4.081, -4.018], [1.729, -1.791, -4.819], [0.355, 3.222, -5.479], [2.447, 4.480, -5.480], [4.616, 3.302, -5.739], [4.637, 0.843, -6.040], [2.547, -0.416, -6.073]],
  "homo_energy_ha": [-0.4076, -0.4076],
  "multiplicity": 3,
  "homo_lumo_gap_ev": [8.3, 8.9],
  "largest_force_ev_per_a": 0.5,
  "total_energy_ev": -137431.68468,
  "e_lumo_ha": [-0.101, -0.081],
  "charge": 1
}



{
  "formula": "C25H21Cl2CrN4O2S",
  "method": "ωB97M-V with the def2-TZVPD basis set",
  "symbols": ["Cr", "C", "C", "O", "C", "C", "C", "N", "N", "C", "O", "C", "C", "C", "C", "C", "C", "H", "H", "H", "H", "H", "H", "H", "H", "H", "H", "H", "H", "Cl", "C", "C", "C", "C", "C", "Cl", "C", "S", "H", "H", "H", "N", "C", "N", "C", "C", "C", "C", "C", "C", "H", "H", "H", "H", "H", "H"],
  "coordinates": [[0.694, -0.392, -0.446], [2.926, -0.028, -3.991], [1.703, -0.158, -3.123], [1.927, -0.014, -1.846], [0.485, -0.401, -3.694], [-0.763, -0.521, -2.992], [-2.033, -0.691, -3.777], [-0.808, -0.458, -1.704], [-2.076, -0.493, -1.095], [-1.924, -0.470, 0.186], [-0.751, -0.394, 0.785], [-3.125, -0.506, 1.054], [-2.976, -0.423, 2.435], [-4.094, -0.453, 3.259], [-5.362, -0.565, 2.706], [-5.511, -0.650, 1.326], [-4.399, -0.621, 0.503], [3.803, 0.136, -3.370], [2.818, 0.807, -4.685], [3.069, -0.936, -4.577], [0.456, -0.492, -4.770], [-1.824, -0.693, -4.845], [-2.739, 0.105, -3.541], [-2.520, -1.625, -3.498], [-1.981, -0.339, 2.848], [-3.974, -0.390, 4.333], [-6.233, -0.590, 3.349], [-6.500, -0.742, 0.895], [-4.498, -0.690, -0.572], [2.433, -0.526, 1.158], [2.742, -2.238, 1.387], [3.677, -2.577, 2.345], [3.957, -3.915, 2.553], [3.296, -4.873, 1.801], [2.365, -4.497, 0.849], [1.585, -5.750, -0.061], [2.044, -3.152, 0.598], [0.861, -2.705, -0.609], [4.175, -1.803, 2.912], [4.685, -4.209, 3.296], [3.497, -5.926, 1.948], [0.083, 3.751, -1.177], [0.071, 2.413, -1.369], [0.476, 1.755, -0.315], [0.769, 2.720, 0.648], [1.192, 2.591, 1.969], [1.388, 3.747, 2.696], [1.162, 5.016, 2.137], [0.722, 5.158, 0.836], [0.529, 3.986, 0.114], [-0.191, 4.439, -1.855], [-0.228, 1.957, -2.299], [1.343, 1.618, 2.419], [1.716, 3.676, 3.724], [1.327, 5.898, 2.741], [0.532, 6.132, 0.404]],
  "homo_energy_ha": [-0.2720, -0.2698],
  "multiplicity": 2,
  "homo_lumo_gap_ev": [6.9, 7.3],
  "largest_force_ev_per_a": 1.0,
  "total_energy_ev": -100624.93066,
  "e_lumo_ha": [-0.017, -0.001],
  "charge": 0
}



{
  "formula": "C41H68CrNO6SeSi",
  "method": "ωB97M-V with the def2-TZVPD basis set",
  "symbols": ["Cr", "C", "C", "C", "C", "C", "C", "C", "Se", "C", "C", "C", "C", "C", "C", "O", "C", "C", "C", "C", "C", "C", "C", "C", "C", "O", "C", "C", "C", "C", "C", "C", "H", "H", "H", "H", "H", "H", "H", "H", "H", "H", "H", "H", "H", "H", "H", "H", "H", "H", "H", "H", "H", "H", "H", "H", "H", "H", "H", "H", "H", "H", "H", "H", "H", "H", "H", "H", "H", "H", "H", "H", "N", "C", "H", "C", "C", "C", "C", "O", "Si", "O", "O", "C", "C", "C", "C", "O", "C", "C", "C", "C", "H", "H", "H", "H", "H", "H", "H", "H", "H", "H", "H", "H", "H", "H", "H", "H", "H", "H", "H", "H", "H", "H", "H", "H", "H", "H", "H"],
  "coordinates": [[11.472, 13.317, 9.970], [9.571, 6.829, 14.521], [9.215, 8.307, 14.715], [9.919, 8.826, 16.046], [7.733, 8.409, 14.853], [9.729, 9.103, 13.497], [10.429, 10.343, 13.626], [10.789, 11.023, 12.478], [11.943, 12.569, 12.607], [13.573, 11.664, 12.049], [14.340, 10.964, 12.976], [15.694, 10.627, 12.719], [16.146, 10.827, 11.423], [15.312, 11.292, 10.401], [14.008, 11.876, 10.710], [13.325, 12.496, 9.807], [15.929, 11.205, 8.967], [15.203, 11.938, 7.830], [15.993, 9.716, 8.580], [17.358, 11.832, 9.029], [16.511, 9.929, 13.829], [17.614, 10.958, 14.252], [15.680, 9.622, 15.109], [17.224, 8.716, 13.175], [10.323, 10.713, 11.227], [10.391, 11.508, 10.216], [9.655, 9.443, 11.081], [9.313, 8.713, 12.187], [9.437, 8.891, 9.631], [8.555, 9.768, 8.748], [8.760, 7.476, 9.618], [10.898, 8.700, 9.059], [9.134, 6.231, 15.359], [10.654, 6.721, 14.406], [9.211, 6.302, 13.578], [9.690, 8.150, 16.876], [9.453, 9.764, 16.296], [11.024, 8.895, 15.905], [7.420, 8.086, 15.843], [7.176, 7.866, 14.068], [7.372, 9.473, 14.912], [10.796, 10.645, 14.593], [13.857, 10.719, 13.931], [17.150, 10.516, 11.122], [14.376, 11.335, 7.489], [15.914, 11.933, 6.964], [14.927, 12.959, 8.033], [14.983, 9.202, 8.582], [16.631, 9.197, 9.264], [16.440, 9.532, 7.583], [17.369, 12.823, 9.473], [17.869, 11.881, 8.044], [17.999, 11.137, 9.570], [17.157, 11.872, 14.658], [18.233, 11.271, 13.372], [18.210, 10.486, 15.048], [15.314, 10.595, 15.455], [16.380, 9.297, 15.859], [14.883, 8.831, 14.955], [17.888, 9.037, 12.368], [16.479, 8.029, 12.750], [17.788, 8.146, 13.936], [8.579, 7.930, 12.087], [7.521, 9.710, 9.077], [8.486, 9.361, 7.694], [8.913, 10.793, 8.741], [7.701, 7.586, 9.883], [9.255, 6.824, 10.331], [8.750, 6.983, 8.617], [11.512, 9.604, 9.044], [10.710, 8.316, 8.035], [11.421, 7.912, 9.602], [11.132, 13.686, 6.800], [11.053, 13.319, 7.904], [11.099, 13.598, 5.774], [12.630, 17.990, 11.819], [11.778, 17.911, 10.569], [12.531, 17.092, 9.509], [11.234, 19.259, 10.074], [10.610, 17.122, 11.060], [9.575, 16.125, 10.314], [10.025, 14.552, 10.367], [8.099, 16.230, 11.003], [7.564, 15.995, 12.322], [8.506, 16.701, 13.266], [6.236, 16.761, 12.361], [7.468, 14.507, 12.492], [9.400, 16.745, 8.720], [8.253, 16.617, 7.868], [7.159, 17.516, 8.460], [8.647, 17.138, 6.448], [7.772, 15.155, 7.891], [13.521, 18.584, 11.626], [12.955, 16.984, 12.191], [12.050, 18.520, 12.571], [13.436, 17.635, 9.207], [11.883, 16.880, 8.637], [12.930, 16.145, 9.971], [12.025, 19.959, 9.781], [10.705, 19.693, 10.949], [10.553, 19.096, 9.187], [8.650, 17.782, 12.996], [9.524, 16.224, 13.253], [8.106, 16.596, 14.299], [6.349, 17.782, 11.987], [5.902, 16.886, 13.381], [5.509, 16.236, 11.669], [8.402, 14.067, 12.111], [6.585, 14.138, 11.918], [7.311, 14.151, 13.541], [7.449, 18.580, 8.389], [6.956, 17.224, 9.496], [6.197, 17.436, 7.859], [8.784, 18.231, 6.497], [7.903, 16.861, 5.678], [9.587, 16.656, 6.115], [7.467, 14.867, 8.899], [8.526, 14.459, 7.404], [6.886, 15.113, 7.219]],
  "homo_energy_ha": [-0.1452, -0.1527],
  "multiplicity": 5,
  "homo_lumo_gap_ev": [6.2, 6.4],
  "largest_force_ev_per_a": 2.7,
  "total_energy_ev": -159048.35689,
  "e_lumo_ha": [0.083, 0.082],
  "charge": -1
}



{
  "formula": "C7H38O14",
  "method": "ωB97M-V with the def2-TZVPD basis set",
  "symbols": ["C", "O", "C", "C", "C", "C", "C", "C", "H", "H", "H", "H", "H", "H", "H", "H", "H", "H", "H", "H", "H", "H", "O", "H", "H", "O", "H", "H", "O", "H", "H", "O", "H", "H", "O", "H", "H", "O", "H", "H", "O", "H", "H", "O", "H", "H", "O", "H", "H", "O", "H", "H", "O", "H", "H", "O", "H", "H", "O"],
  "coordinates": [[0.972, -1.956, -1.330], [1.230, -2.992, -0.350], [2.057, -0.900, -1.297], [1.739, 0.063, -0.171], [2.831, -0.028, 0.952], [2.910, -0.992, 1.808], [3.736, 2.096, 1.822], [3.778, 1.079, 0.963], [1.034, -2.449, -2.421], [-0.102, -1.546, -1.043], [1.805, -2.648, 0.346], [3.110, -1.267, -1.268], [1.894, -0.319, -2.279], [1.817, 1.117, -0.405], [0.761, 0.012, 0.284], [2.161, -1.713, 2.067], [3.711, -1.072, 2.464], [4.216, 3.067, 1.628], [3.082, 2.070, 2.682], [4.542, 1.178, 0.184], [1.385, 2.824, -3.600], [0.916, 4.215, -3.474], [1.462, 3.611, -2.999], [-2.937, -0.171, 1.799], [-1.014, -1.213, 2.505], [-1.658, -0.674, 2.833], [-2.483, 2.916, 3.972], [-0.542, 2.021, 3.734], [-1.885, 2.861, 3.223], [0.122, -4.337, -2.569], [1.570, -4.300, -2.725], [0.820, -4.032, -3.280], [0.009, -3.308, 0.786], [-0.319, -4.136, 1.996], [-0.578, -3.324, 1.603], [-2.156, -2.430, -0.338], [-2.413, -1.077, -0.917], [-2.864, -1.987, -0.861], [-2.331, -2.828, 1.565], [-3.684, -2.922, 0.760], [-3.273, -2.995, 1.623], [-0.090, 1.458, -5.286], [-0.775, 1.861, -4.131], [-0.115, 2.268, -4.729], [-1.060, 1.071, -0.601], [-2.239, 0.767, 0.323], [-1.706, 0.458, -0.379], [0.390, 2.942, -1.742], [-0.678, 3.497, -0.774], [-0.328, 2.753, -1.202], [-2.366, 2.243, 2.635], [-4.215, -0.194, 0.879], [-3.699, 0.378, 1.396], [-2.852, 1.715, -2.202], [-3.044, 2.629, -3.396], [-2.420, 1.962, -3.056], [-1.336, -0.544, 3.771], [0.981, 1.842, 4.149], [0.126, 1.379, 4.076]],
  "homo_energy_ha": -0.3599,
  "homo_lumo_gap_ev": 10.0,
  "largest_force_ev_per_a": 4.3,
  "total_energy_ev": -36538.18983,
  "e_lumo_ha": 0.008,
  "charge": 0
}



{
  "formula": "CH3Cl2PS",
  "method": "ωB97M-V with the def2-TZVPD basis set",
  "symbols": ["C", "P", "S", "Cl", "Cl", "H", "H", "H"],
  "coordinates": [[-1.081, -0.020, -0.008], [0.849, -0.021, -0.055], [1.703, -1.765, 0.465], [1.367, 0.642, -1.972], [1.380, 1.488, 1.193], [-1.705, 0.457, -0.751], [-1.326, -1.056, 0.065], [-1.187, 0.276, 1.063]],
  "homo_energy_ha": -0.3440,
  "homo_lumo_gap_ev": 9.3,
  "largest_force_ev_per_a": 2.8,
  "total_energy_ev": -46256.15590,
  "e_lumo_ha": -0.004,
  "charge": 0,
  "smiles": "CP(=S)(Cl)Cl"
}



{
  "formula": "C4H5NO2",
  "method": "ωB97M-V with the def2-TZVPD basis set",
  "symbols": ["O", "C", "C", "O", "N", "C", "C", "H", "H", "H", "H", "H"],
  "coordinates": [[1.641, 1.660, 1.063], [1.789, 0.561, 0.591], [0.656, -0.220, -0.079], [0.998, -0.918, -1.135], [-0.202, -1.081, 0.652], [-1.391, -0.782, -0.141], [-0.764, 0.606, -0.248], [2.771, 0.050, 0.566], [-2.294, -0.930, 0.457], [-1.464, -1.317, -1.086], [-0.748, 1.098, -1.222], [-0.991, 1.273, 0.580]],
  "homo_energy_ha": [-0.3624, -0.3555],
  "homo_lumo_gap_ev": [8.8, 7.3],
  "largest_force_ev_per_a": 2.8,
  "total_energy_ev": -9808.38439,
  "e_lumo_ha": [-0.037, -0.087],
  "charge": 0
}



{
  "formula": "C20H42O9",
  "method": "ωB97M-V with the def2-TZVPD basis set",
  "symbols": ["C", "C", "C", "C", "C", "C", "C", "O", "C", "O", "O", "C", "C", "C", "C", "O", "O", "H", "H", "H", "H", "H", "H", "H", "H", "H", "H", "H", "H", "H", "H", "H", "H", "H", "H", "H", "H", "H", "H", "C", "O", "C", "C", "O", "C", "H", "H", "H", "H", "H", "H", "H", "H", "H", "H", "C", "O", "C", "C", "O", "C", "H", "H", "H", "H", "H", "H", "H", "H", "H", "H"],
  "coordinates": [[1.104, 1.757, 4.319], [1.063, 2.805, 5.441], [-0.332, 3.049, 6.005], [-1.325, 3.648, 4.997], [-2.748, 3.097, 5.167], [-2.969, 1.787, 4.417], [-2.895, 1.916, 2.895], [-1.884, 1.046, 2.364], [-1.121, 1.426, 1.342], [-0.696, 0.637, 0.528], [-0.815, 2.744, 1.320], [-0.676, 3.273, -0.027], [-1.027, 4.754, -0.009], [0.193, 5.667, 0.150], [0.963, 5.520, 1.444], [2.169, 5.444, 1.481], [0.236, 5.573, 2.594], [0.944, 2.201, 3.334], [2.097, 1.302, 4.282], [0.390, 0.948, 4.482], [1.701, 2.458, 6.258], [1.493, 3.736, 5.065], [-0.750, 2.126, 6.418], [-0.241, 3.745, 6.846], [-1.344, 4.737, 5.062], [-0.980, 3.386, 3.990], [-2.919, 2.928, 6.235], [-3.501, 3.823, 4.841], [-3.939, 1.376, 4.701], [-2.223, 1.052, 4.738], [-2.706, 2.949, 2.607], [-3.848, 1.591, 2.473], [-1.336, 2.716, -0.688], [0.359, 3.140, -0.344], [-1.491, 5.000, -0.967], [-1.794, 4.948, 0.747], [0.905, 5.484, -0.654], [-0.135, 6.708, 0.085], [-0.567, 5.044, 2.502], [0.117, -0.712, -2.498], [1.090, 0.194, -2.999], [2.345, 0.086, -2.349], [3.342, -0.691, -3.179], [2.962, -2.049, -3.320], [2.362, -2.344, -4.568], [-0.738, -0.675, -3.173], [0.497, -1.736, -2.470], [-0.204, -0.412, -1.499], [2.229, -0.383, -1.367], [2.727, 1.100, -2.196], [4.314, -0.671, -2.677], [3.457, -0.220, -4.161], [3.111, -2.333, -5.368], [1.564, -1.638, -4.809], [1.935, -3.344, -4.500], [0.134, -8.368, -5.361], [0.362, -8.287, -3.967], [1.263, -7.255, -3.599], [0.540, -6.044, -3.057], [-0.244, -5.409, -4.057], [-1.624, -5.704, -3.956], [-0.695, -9.057, -5.516], [-0.129, -7.396, -5.784], [1.017, -8.760, -5.878], [1.887, -6.967, -4.451], [1.918, -7.654, -2.819], [1.280, -5.316, -2.709], [-0.083, -6.326, -2.202], [-2.068, -5.197, -3.092], [-1.801, -6.779, -3.872], [-2.104, -5.336, -4.862]],
  "homo_energy_ha": -0.3287,
  "homo_lumo_gap_ev": 9.4,
  "largest_force_ev_per_a": 1.3,
  "total_energy_ev": -39846.51817,
  "e_lumo_ha": 0.016,
  "charge": 0,
  "smiles": "CCCCCCCOC(=O)OCCCC(=O)O.COCCOC.COCCOC"
}